# 1
ORCA calculation (ωB97M-V with the def2-TZVPD basis set) on C4H9O2Si as an isolated structure.

2S+1: 1
Total charge: -1
HOMO-LUMO gap: 8.3 eV
HOMO energy: -4.44 eV

```
16
Properties=species:S:1:pos:R:3:forces:R:3
C -2.061 -0.422 -0.033 -0.62 0.11 -0.47
C -0.067 -0.886 1.349 -1.77 1.63 -0.02
C 0.388 -0.912 -1.333 -0.17 0.51 2.39
C -0.594 -0.277 0.025 3.71 -0.86 -1.99
O -2.565 0.781 -0.070 -0.30 -0.89 0.25
O -2.594 -1.529 0.011 -0.76 0.32 -0.05
Si -0.633 1.650 -0.059 -0.65 -0.55 1.09
H 1.028 -0.897 1.304 -0.26 0.14 0.79
H -0.523 -1.851 1.562 0.36 -0.42 -0.46
H -0.624 -0.219 2.115 1.77 -0.82 -0.49
H 0.004 -0.671 -2.336 -0.14 -0.35 0.52
H 0.780 -1.968 -1.219 -1.39 0.66 -0.13
H 1.360 -0.401 -1.227 -0.43 0.49 -0.03
H 0.807 2.030 -0.287 0.47 0.16 0.44
H -1.008 2.371 1.335 0.45 -0.57 -1.47
H -1.088 2.224 -1.322 -0.26 0.43 -0.37
```
Positions in Å, forces in eV/Å.

# 2
ORCA calculation (ωB97M-V with the def2-TZVPD basis set) on a 2-piece molecular cluster, C4H9O3 overall.

2S+1: 1
Total charge: -1
HOMO-LUMO gap: 7.8 eV
HOMO energy: -4.01 eV

```
16
Properties=species:S:1:pos:R:3:forces:R:3
C 2.279 0.247 1.709 0.16 -0.32 0.04
C 1.575 -1.023 1.276 -0.87 0.37 -0.45
O 1.394 1.343 1.871 -0.33 0.02 -0.09
H 2.757 0.093 2.678 0.11 0.17 0.06
H 3.062 0.500 0.988 0.04 0.05 -0.06
H 1.023 -1.496 2.092 0.30 -0.11 0.04
H 0.754 1.312 1.141 0.26 0.02 0.16
H 2.226 -1.724 0.751 0.09 -0.07 0.30
H 0.799 -0.761 0.539 0.20 -0.17 -0.09
C -2.649 0.045 -0.784 0.45 0.60 0.16
C -1.261 -0.125 -1.416 1.07 0.18 -0.11
O -0.664 -1.214 -1.203 -0.39 0.12 0.08
O -0.807 0.862 -2.052 -0.32 -0.19 0.23
H -2.543 0.360 0.262 0.15 -0.19 -0.04
H -3.151 -0.911 -0.798 -0.52 -0.09 -0.11
H -3.137 0.883 -1.285 -0.40 -0.38 -0.11
```
Positions in Å, forces in eV/Å.

# 3
ORCA calculation (ωB97M-V with the def2-TZVPD basis set) on a 2-piece molecular cluster, C4H9O3 overall.

2S+1: 1
Total charge: -1
HOMO-LUMO gap: 8.2 eV
HOMO energy: -4.19 eV

```
16
Properties=species:S:1:pos:R:3:forces:R:3
C 1.377 -0.498 -1.060 -3.23 0.39 1.65
C 1.861 -1.724 -1.804 1.51 0.67 -0.96
O 0.970 -0.906 0.259 -0.37 -1.15 0.00
H 2.080 0.308 -0.774 0.08 -0.34 -1.24
H 0.356 -0.085 -1.524 2.51 -0.39 0.46
H 1.073 -2.094 -2.463 0.15 -0.26 0.17
H -0.050 -1.031 0.293 1.04 0.77 -0.35
H 2.239 -2.500 -1.121 -0.42 0.31 -0.11
H 2.741 -1.436 -2.435 -0.63 -0.31 0.09
C -0.354 1.016 1.839 1.44 -2.48 -0.01
C -1.217 0.880 0.560 -0.72 0.25 1.37
O -1.744 1.923 0.192 -0.36 1.44 -0.84
O -1.471 -0.261 0.098 0.32 -1.07 -0.26
H 0.773 0.785 1.548 -2.20 1.40 0.85
H -0.558 0.081 2.444 0.04 0.93 -0.35
H -0.695 1.887 2.424 0.86 -0.16 -0.46
```
Positions in Å, forces in eV/Å.

# 4
ORCA calculation (ωB97M-V with the def2-TZVPD basis set) on C4H9O3Tl as an isolated structure.

2S+1: 2
Total charge: +1
HOMO-LUMO gap (alpha / beta): 5.7 / 7.0 eV
HOMO energy (alpha / beta): -13.06 / -14.24 eV

```
17
Properties=species:S:1:pos:R:3:forces:R:3
C 1.905 0.152 -1.996 1.48 -0.52 0.04
O 0.830 0.612 -1.246 -3.88 1.72 4.46
H 2.587 0.969 -2.280 -0.07 -0.42 0.21
H 2.422 -0.681 -1.494 0.24 0.39 -0.18
H 1.475 -0.284 -2.928 0.02 0.45 0.57
O -2.184 0.474 -0.301 -0.60 5.76 2.77
C -1.725 1.282 0.782 -3.21 -0.97 -1.91
C -0.377 0.786 1.563 4.54 -3.63 1.10
O 0.389 -0.458 1.761 0.15 3.80 -0.88
C -0.036 -1.655 0.956 0.62 -0.86 1.87
Tl -1.352 -1.187 -0.737 2.06 -4.23 -2.72
H -2.509 1.027 1.533 0.53 1.74 0.15
H -1.427 2.305 0.488 -0.51 -0.46 0.33
H 0.691 1.075 0.059 2.01 -1.62 -4.89
H -1.044 -0.021 1.515 -3.11 -1.34 -0.77
H -0.573 -2.296 1.677 0.34 0.02 -0.42
H 0.929 -2.099 0.649 -0.61 0.18 0.27
```
Positions in Å, forces in eV/Å.

# 5
ORCA calculation (ωB97M-V with the def2-TZVPD basis set) on a 2-piece molecular cluster, C4H9O4 overall.

2S+1: 1
Total charge: -1
HOMO-LUMO gap: 8.1 eV
HOMO energy: -4.45 eV

```
17
Properties=species:S:1:pos:R:3:forces:R:3
O 2.885 -0.525 1.423 0.59 -0.68 0.73
C 1.655 -0.571 1.295 0.96 0.91 -0.40
O 0.809 -1.212 1.978 -0.16 0.28 -0.68
C 1.209 0.395 0.171 -1.09 1.13 -0.15
C 0.342 -0.191 -0.915 0.28 0.58 -2.89
C -0.788 0.675 -1.475 -0.80 1.13 -0.25
O -1.421 1.436 -0.470 -0.67 0.41 0.42
H 0.794 1.309 0.619 -1.19 -0.62 0.59
H 1.940 1.024 -0.328 1.38 -1.04 -0.10
H 0.940 -0.413 -1.861 -0.22 0.00 1.22
H -0.155 -1.119 -0.728 0.06 -0.75 0.94
H -0.648 1.467 -2.268 0.93 -0.93 0.58
H -1.513 -0.001 -1.941 -0.15 -0.17 -0.02
H -1.308 1.034 0.399 0.01 -0.23 -0.03
H -2.012 -1.071 0.713 -0.19 -0.08 -0.41
H -0.865 -1.119 1.735 -0.06 -0.16 0.21
O -1.864 -1.119 1.654 0.33 0.22 0.24
```
Positions in Å, forces in eV/Å.

# 6
ORCA calculation (ωB97M-V with the def2-TZVPD basis set) on a 2-piece molecular cluster, C4H9O4 overall.

2S+1: 4
Total charge: 0
HOMO-LUMO gap (alpha / beta): 6.6 / 8.8 eV
HOMO energy (alpha / beta): -5.72 / -9.90 eV

```
17
Properties=species:S:1:pos:R:3:forces:R:3
O 1.753 1.392 0.913 2.39 1.61 4.55
O 2.098 1.173 2.095 -0.92 0.74 -3.41
C 0.671 0.899 -1.869 -0.10 0.35 -0.04
C -0.214 0.410 -0.728 0.59 -0.47 0.88
C 0.646 -0.336 0.243 -0.68 -0.49 -4.85
O 0.228 -0.994 1.253 -1.86 -2.20 3.92
C -1.157 -1.335 1.690 1.42 0.62 -0.82
O -1.222 -0.469 -1.299 -0.59 0.52 0.38
H 1.493 1.538 -1.505 -0.29 -0.33 -0.17
H 1.082 0.011 -2.379 -0.13 0.43 0.15
H 0.081 1.485 -2.585 0.15 -0.21 0.12
H -0.681 1.225 -0.133 -0.24 -0.04 -0.72
H 1.639 -0.592 -0.126 -0.09 -0.30 0.36
H -1.118 -1.176 2.772 -0.22 -0.06 -0.29
H -1.914 -0.692 1.211 0.39 -0.39 0.25
H -1.296 -2.400 1.459 -0.17 0.40 -0.02
H -2.090 -0.139 -1.014 0.35 -0.20 -0.30
```
Positions in Å, forces in eV/Å.

| no. | maximum force (eV/Å) | electronic energy (eV) |
| --- | --- | --- |
| 1 | 4.297 | -16266.7731 |
| 2 | 1.090 | -10437.7453 |
| 3 | 3.651 | -10437.0491 |
| 4 | 6.418 | -15108.5484 |
| 5 | 2.958 | -12485.1402 |
| 6 | 5.387 | -12476.2890 |